# 1
Formula: C5H10O2
Source: OMol25
Level of theory: ωB97M-V/def2-TZVPD

XYZ file:
```
17
C5H10O2, DFT ωB97M-V/def2-TZVPD
C -1.750 -1.461 1.316
C -0.915 -0.261 0.955
C 0.886 0.385 -1.275
C 1.814 0.263 -0.039
O 1.618 1.273 0.918
C -0.488 0.978 -1.025
O -1.322 0.087 -0.235
H -1.092 -2.286 1.624
H -2.422 -1.240 2.154
H -2.318 -1.744 0.424
H 1.356 1.043 -2.015
H 0.766 -0.606 -1.735
H 2.846 0.352 -0.391
H 1.727 -0.728 0.436
H 0.791 0.992 1.362
H -1.029 1.032 -1.971
H -0.426 1.979 -0.589
```

## Properties
Largest force on an atom, eV/A: 0.52
E_LUMO, eV: 0.87
Energy relative to the best compared isomer or geometry (same formula, charge and spin), kcal per mole: 87.8
E, eV: -9439.2374
HOMO energy, eV: -8.805

=====

# 2
Formula: C5H22N2O5
Source: OMol25
Level of theory: ωB97M-V/def2-TZVPD

XYZ file:
```
34
C5H22N2O5, DFT ωB97M-V/def2-TZVPD
C -3.652 -1.124 -0.153
C -2.715 -0.818 -1.129
C -2.232 0.633 -1.564
C -0.964 0.940 -0.763
N -1.164 1.055 0.678
C -0.113 2.220 -1.401
N 1.303 2.024 -1.485
H -3.882 -0.450 0.620
H -4.179 -2.115 0.091
H -2.258 -1.500 -1.813
H -2.126 0.548 -2.683
H -3.056 1.517 -1.365
H -0.202 0.078 -0.994
H -2.100 0.855 0.985
H -0.937 2.033 0.900
H -0.508 2.994 -0.658
H -0.729 2.374 -2.333
H 1.543 1.945 -2.444
H 1.723 1.326 -0.987
O 1.013 -2.355 -1.460
H 1.265 -2.573 -0.627
H 0.041 -2.586 -1.523
O 0.920 -0.614 2.004
H 0.288 -0.177 1.275
H 0.599 -0.415 2.835
O 1.815 -3.515 1.099
H 1.688 -4.371 1.540
H 2.738 -3.147 1.324
O 3.716 -1.359 2.360
H 2.789 -1.296 2.001
H 3.622 -0.756 3.184
O 1.894 2.687 1.176
H 2.599 2.979 0.797
H 1.260 2.965 0.514
```

## Properties
Largest force on an atom, eV/A: 8.53
E_LUMO, eV: 0.71
SMILES: C=CC[C@H](N)CN.O.O.O.O.O
Energy relative to the best compared isomer or geometry (same formula, charge and spin), kcal per mole: 87.9
E, eV: -18756.3343
HOMO energy, eV: -9.267

=====

# 3
Formula: C8H8NO5S
Source: OMol25
Level of theory: ωB97M-V/def2-TZVPD

XYZ file:
```
23
C8H8NO5S, DFT ωB97M-V/def2-TZVPD
C 0.244 -1.328 -2.765
C 0.197 0.106 -2.248
N 1.045 1.042 -2.719
O 0.989 2.264 -2.410
O 1.921 0.637 -3.517
S -1.242 0.669 -1.505
O -1.936 1.788 -2.094
O -2.083 -0.498 -1.330
O -0.826 1.245 0.019
C -0.431 0.618 1.149
C 0.227 1.352 2.093
C 0.756 0.732 3.247
C 0.361 -0.582 3.494
C -0.330 -1.328 2.553
C -0.791 -0.749 1.398
H -0.807 -1.758 -2.770
H 1.077 -1.848 -2.212
H 0.806 -1.187 -3.780
H 0.441 2.314 1.664
H 1.391 1.303 3.920
H 0.766 -1.088 4.455
H -0.482 -2.319 2.778
H -1.293 -1.382 0.580
```

## Properties
Largest force on an atom, eV/A: 3.53
E_LUMO, eV: 3.22
Charge: -1
SMILES: CC([N+](=O)[O-])=[S@@](=O)([O-])Oc1ccccc1
Energy relative to the best compared isomer or geometry (same formula, charge and spin), kcal per mole: 86.5
E, eV: -30985.7940
HOMO energy, eV: -4.648

=====

# 4
Formula: C30H47N2O8
Source: OMol25
Level of theory: ωB97M-V/def2-TZVPD

XYZ file:
```
87
C30H47N2O8, DFT ωB97M-V/def2-TZVPD
C 4.344 -2.891 -0.028
C 4.645 -1.613 -0.772
O 4.813 -0.571 -0.204
O 4.777 -1.720 -2.126
C 3.623 -1.319 -2.888
C 2.369 -2.172 -2.656
C 1.282 -1.351 -1.960
C -0.026 -2.056 -1.765
C -0.191 -3.377 -1.717
C -1.539 -3.964 -1.453
O -1.619 -5.085 -1.001
C -2.722 -3.106 -1.770
C -4.091 -3.742 -2.047
O -4.489 -3.535 -3.208
O -4.623 -4.352 -1.104
C -2.547 -1.779 -1.827
C -1.231 -1.177 -1.584
O -1.066 -0.010 -1.268
H 4.249 -3.747 -0.691
H 3.422 -2.753 0.538
H 5.163 -3.080 0.666
H 3.403 -0.268 -2.677
H 3.945 -1.376 -3.926
H 1.987 -2.520 -3.619
H 2.617 -3.072 -2.092
H 1.660 -1.007 -0.989
H 1.106 -0.444 -2.544
H 0.615 -4.097 -1.808
H -3.361 -1.102 -2.052
C 4.519 4.019 0.122
C 4.313 3.758 -1.375
C 4.194 5.081 -2.132
C 2.898 5.823 -1.804
C 1.665 4.945 -2.034
C 1.733 3.545 -1.406
N 3.085 2.952 -1.673
O 3.147 2.416 -2.839
C 1.414 3.574 0.094
C 0.678 2.644 -2.044
C 5.526 2.952 -1.826
H 5.525 4.418 0.261
H 3.836 4.747 0.547
H 4.441 3.092 0.691
H 4.234 4.881 -3.207
H 5.061 5.703 -1.890
H 2.917 6.192 -0.775
H 2.822 6.709 -2.439
H 0.773 5.446 -1.650
H 1.519 4.829 -3.112
H 1.530 2.577 0.520
H 0.375 3.878 0.227
H 2.022 4.263 0.670
H 0.748 2.640 -3.129
H -0.311 3.013 -1.766
H 0.763 1.617 -1.691
H 5.582 2.023 -1.257
H 6.431 3.533 -1.638
H 5.487 2.707 -2.884
C -2.392 -2.562 4.193
C -2.629 -1.386 3.237
C -3.249 -0.205 3.983
C -4.691 -0.480 4.410
C -5.562 -0.910 3.226
C -4.974 -2.025 2.350
N -3.528 -1.732 2.088
O -3.364 -0.912 1.116
C -5.165 -3.409 2.986
C -5.704 -2.094 1.014
C -1.262 -1.019 2.666
H -1.573 -2.296 4.864
H -3.242 -2.803 4.822
H -2.104 -3.457 3.641
H -3.230 0.673 3.330
H -2.629 0.029 4.853
H -4.720 -1.237 5.199
H -5.113 0.428 4.849
H -6.539 -1.243 3.586
H -5.744 -0.037 2.591
H -4.685 -4.167 2.365
H -6.231 -3.633 3.025
H -4.785 -3.499 3.999
H -5.725 -1.134 0.503
H -6.735 -2.402 1.202
H -5.246 -2.837 0.357
H -0.836 -1.868 2.128
H -0.591 -0.758 3.489
H -1.317 -0.178 1.982
```

## Properties
Largest force on an atom, eV/A: 0.98
E_LUMO (spin up / spin down), eV: 2.13 / 2.12
Multiplicity: 3
Charge: -1
E, eV: -51230.6698
HOMO energy (spin up / spin down), eV: -4.936 / -4.948

=====

# 5
Formula: C4H9NO2
Source: OMol25
Level of theory: ωB97M-V/def2-TZVPD

XYZ file:
```
16
C4H9NO2, DFT ωB97M-V/def2-TZVPD
C -0.006 1.190 1.323
C -0.142 -0.141 1.250
N -1.111 -0.856 1.928
O 0.669 -0.916 0.480
C 1.188 -0.280 -0.691
C 0.122 0.179 -1.692
O -0.912 -0.779 -1.707
H -0.782 1.811 1.743
H 0.918 1.645 1.000
H -1.064 -1.863 1.928
H -1.398 -0.440 2.799
H 1.822 0.583 -0.448
H 1.825 -1.043 -1.138
H -0.260 1.177 -1.435
H 0.615 0.257 -2.677
H -1.636 -0.426 -2.235
```

## Properties
Largest force on an atom, eV/A: 0.38
E_LUMO, eV: 0.96
SMILES: C=C(N)OCCO
Energy relative to the best compared isomer or geometry (same formula, charge and spin), kcal per mole: 52.8
E, eV: -9877.7729
HOMO energy, eV: -7.818

=====

# 6
Formula: C25H47O11PSSi2
Source: OMol25
Level of theory: ωB97M-V/def2-TZVPD

XYZ file:
```
87
C25H47O11PSSi2, DFT ωB97M-V/def2-TZVPD
C 6.182 -4.190 3.962
C 5.768 -3.135 3.560
C 5.110 -1.917 3.040
Si 3.441 -2.415 2.313
O 2.748 -1.207 1.363
Si 1.850 -1.751 0.049
C 1.008 -0.330 -0.836
C -0.420 0.051 -0.345
C -0.456 0.800 0.996
C -1.895 0.990 1.563
C -2.477 -0.345 2.067
C -3.973 -0.225 2.489
C -4.569 -1.675 2.460
C -5.065 -2.081 1.065
C -5.704 -3.483 0.979
C -4.917 -4.607 1.684
C -3.650 -4.957 0.848
O 0.882 -3.058 0.398
C -0.140 -2.821 1.387
C -0.232 -3.924 2.438
P 3.387 -2.543 -1.403
S 4.844 -1.269 -1.711
H 6.415 -5.160 4.337
H 5.726 -1.405 2.290
H 4.914 -1.295 3.923
H 3.456 -3.673 1.555
H 2.531 -2.628 3.463
H 0.913 -0.627 -1.895
H 1.614 0.588 -0.818
H -0.862 0.726 -1.106
H -1.063 -0.840 -0.364
H 0.199 0.372 1.771
H -0.084 1.819 0.798
H -1.914 1.773 2.331
H -2.510 1.340 0.719
H -2.485 -1.018 1.201
H -1.912 -0.753 2.916
H -4.088 0.242 3.470
H -4.488 0.314 1.681
H -3.721 -2.334 2.725
H -5.312 -1.820 3.257
H -4.267 -1.925 0.325
H -5.854 -1.361 0.788
H -5.756 -3.743 -0.090
H -6.736 -3.503 1.354
H -4.558 -4.341 2.683
H -5.519 -5.526 1.692
H -3.012 -4.058 0.859
H -3.893 -5.148 -0.205
H -3.068 -5.769 1.299
H -1.097 -2.812 0.851
H 0.033 -1.861 1.897
H -1.057 -3.636 3.114
H 0.659 -4.004 3.068
H -0.535 -4.891 2.020
H 3.840 -3.776 -0.870
H 2.691 -2.895 -2.594
C -0.800 2.274 -5.236
C -0.913 3.594 -4.521
O -1.942 3.344 -3.558
C -1.977 2.007 -3.334
O -2.604 1.486 -2.469
O -1.202 1.341 -4.226
H 0.210 2.066 -5.579
H -1.485 2.196 -6.083
H 0.004 3.865 -3.994
H -1.191 4.407 -5.185
C -1.730 7.250 -7.944
C -0.453 8.051 -8.005
O 0.470 7.219 -7.299
C 0.010 5.946 -7.363
O 0.626 4.990 -7.020
O -1.249 5.906 -7.870
H -2.358 7.390 -8.821
H -2.317 7.464 -7.049
H -0.093 8.189 -9.027
H -0.542 9.024 -7.527
C 6.151 1.490 3.724
C 4.903 1.748 4.532
O 5.426 2.275 5.751
C 6.653 2.801 5.482
O 7.280 3.462 6.240
O 7.060 2.469 4.228
H 5.993 1.622 2.655
H 6.570 0.497 3.900
H 4.254 2.496 4.072
H 4.325 0.845 4.715
```

## Properties
Largest force on an atom, eV/A: 1.68
E_LUMO, eV: 0.30
E, eV: -85091.3312
HOMO energy, eV: -8.280

=====

# 7
Formula: C4H9NO
Source: OMol25
Level of theory: ωB97M-V/def2-TZVPD

XYZ file:
```
15
C4H9NO, DFT ωB97M-V/def2-TZVPD
C 2.480 0.358 0.115
C 1.269 -0.263 0.084
O 1.190 -1.408 0.808
N 0.146 0.111 -0.570
C -1.179 -0.469 -0.452
C -2.216 0.575 -0.055
H 2.612 1.410 -0.059
H 3.337 -0.295 -0.010
H 1.981 -1.205 1.351
H 0.285 0.840 -1.252
H -1.119 -1.269 0.288
H -1.465 -0.941 -1.404
H -3.210 0.126 0.037
H -2.277 1.373 -0.805
H -1.945 1.029 0.902
```

## Properties
Largest force on an atom, eV/A: 1.07
E_LUMO, eV: 0.93
SMILES: C=C(O)NCC
Energy relative to the best compared isomer or geometry (same formula, charge and spin), kcal per mole: 44.6
E, eV: -7830.3878
HOMO energy, eV: -7.594

=====

# 8
Formula: C4H8N2O2
Source: OMol25
Level of theory: ωB97M-V/def2-TZVPD

XYZ file:
```
16
C4H8N2O2, DFT ωB97M-V/def2-TZVPD
C 1.567 0.049 -0.406
N -0.998 0.130 -0.461
C -0.212 0.780 -1.563
N -1.116 -1.287 -0.592
C 0.348 0.551 0.919
C 0.200 -0.139 2.068
O 0.990 0.266 -1.754
O -0.669 1.804 -2.019
H -1.875 0.646 -0.354
H -1.642 -1.498 -1.439
H -1.625 -1.635 0.218
H 2.528 0.566 -0.404
H 1.679 -1.026 -0.273
H 0.452 1.628 0.975
H 0.021 -1.206 2.075
H 0.353 0.373 3.010
```

## Properties
Largest force on an atom, eV/A: 4.38
E_LUMO, eV: 0.66
Energy relative to the best compared isomer or geometry (same formula, charge and spin), kcal per mole: 136.6
E, eV: -11348.1880
HOMO energy, eV: -7.540